DFT (ωB97M-V/def2-TZVPD) results for a 6-piece molecular cluster, C18H42N6O6 overall at a distorted geometry.

The geometry in ORCA input format:
```
! RIJCOSX wB97M-V def2-TZVPD def2/J DEFGRID3
* xyz 0 1
C -2.6269 -19.7624 -33.5829
N -3.6563 -20.7751 -34.0346
C -3.3923 -22.0777 -34.0050
C -4.5308 -22.9188 -34.6172
O -2.3669 -22.6764 -33.6565
H -1.9508 -19.8710 -34.4310
H -2.1452 -20.0035 -32.6353
H -3.0549 -18.7600 -33.5829
H -4.3759 -20.4444 -34.6615
H -4.0871 -23.8281 -35.0226
H -5.2197 -22.4479 -35.3184
H -5.1120 -23.2687 -33.7640
C -6.3926 -22.2744 -25.4968
N -6.2322 -23.3812 -26.4075
C -7.2443 -24.2689 -26.6987
C -6.8008 -25.4529 -27.6182
O -8.3729 -24.2592 -26.2106
H -6.2450 -21.2902 -25.9414
H -5.5428 -22.2632 -24.8144
H -7.2929 -22.3454 -24.8864
H -5.7084 -23.1126 -27.2282
H -7.0803 -26.4246 -27.2112
H -5.7631 -25.5121 -27.9466
H -7.3682 -25.2935 -28.5351
C -2.5784 -19.1036 -22.7459
N -2.9985 -19.9692 -23.8173
C -2.6171 -20.0699 -25.0955
C -3.0610 -21.3381 -25.8481
O -1.9740 -19.1706 -25.5886
H -3.2921 -19.0063 -21.9277
H -2.3088 -18.0928 -23.0521
H -1.6828 -19.4935 -22.2621
H -3.7073 -20.6535 -23.5951
H -3.1955 -22.1468 -25.1297
H -2.3124 -21.6559 -26.5739
H -3.9223 -21.0673 -26.4588
C -2.4964 -28.1641 -36.6947
N -2.5077 -27.9492 -35.2667
C -3.2416 -28.5508 -34.2564
C -3.1671 -27.9986 -32.8580
O -4.0041 -29.5080 -34.5775
H -3.3559 -27.7020 -37.1802
H -2.7114 -29.2194 -36.8625
H -1.5926 -27.8654 -37.2256
H -1.9482 -27.1784 -34.9306
H -2.1866 -28.1864 -32.4205
H -3.8008 -28.5639 -32.1747
H -3.5434 -26.9765 -32.8163
C -3.6192 -20.7743 -29.8302
N -3.8759 -22.0385 -30.4804
C -4.7370 -22.8943 -29.9640
C -5.0316 -24.1521 -30.8405
O -5.4229 -22.7532 -28.9477
H -4.5868 -20.3135 -29.6314
H -3.1747 -20.0821 -30.5452
H -3.0937 -20.9772 -28.8970
H -3.3664 -22.2422 -31.3283
H -4.2312 -24.8286 -31.1401
H -5.4186 -23.7523 -31.7778
H -5.7804 -24.6635 -30.2357
C -7.2116 -20.8468 -33.0607
N -8.3519 -21.6892 -33.4796
C -8.3686 -23.0328 -33.5680
C -9.5583 -23.5936 -34.1852
O -7.3788 -23.7232 -33.3093
H -6.8471 -20.3248 -33.9455
H -6.3628 -21.2618 -32.5172
H -7.6534 -20.1234 -32.3755
H -9.1572 -21.1568 -33.7766
H -9.4534 -23.9373 -35.2142
H -10.3041 -22.8051 -34.2856
H -10.0203 -24.4233 -33.6502
*
```

Summary:
- SMILES string = CNC(C)=O.CNC(C)=O.CNC(C)=O.CNC(C)=O.CNC(C)=O.CNC(C)=O
- relative energy (zero: lowest compared OMol25 entry of this formula, charge and spin) (kcal/mol) = 49.2
- LUMO (eV) = 0.1897
- HOMO level (eV) = -8.94
- DFT total energy (eV) = -40573.54009

=====

DFT (ωB97M-V/def2-TZVPD) results for a 6-piece molecular cluster, C18H42N6O6 overall at a distorted geometry.

The geometry in ORCA input format:
```
! RIJCOSX wB97M-V def2-TZVPD def2/J DEFGRID3
* xyz 0 1
C -0.5951 0.6543 4.0666
N -1.6168 0.0343 3.2652
C -1.6542 -1.4659 3.2416
C -2.5411 0.6553 2.5364
O -3.4931 0.1378 1.8621
H -1.0283 1.1061 4.8621
H -0.2912 1.6626 3.6339
H 0.1546 -0.0521 4.2539
H -2.4455 -1.8379 3.8147
H -0.8738 -1.9046 3.8157
H -1.4907 -1.7911 2.3013
H -2.4946 1.7283 2.5983
C 2.1462 3.5778 3.3914
N 1.1519 4.2512 2.6073
C 1.4537 4.0104 1.1268
C 0.1823 4.9868 3.1288
O -0.6163 5.5460 2.3899
H 2.5159 2.6135 2.8720
H 1.5887 3.2950 4.3724
H 2.9506 3.9924 3.8335
H 1.7747 2.8354 0.8734
H 2.2055 4.5535 0.7167
H 0.7171 4.0412 0.5319
H 0.1400 5.1923 4.1089
C 1.6658 2.3113 -3.4806
N 0.8005 3.3936 -3.2153
C 1.1223 4.7139 -3.6428
C -0.3455 3.2088 -2.4411
O -1.0495 4.2683 -2.2115
H 1.7451 2.2816 -4.6664
H 1.6412 1.4038 -3.0809
H 2.5697 2.5842 -3.1145
H 0.9801 5.6173 -3.0043
H 0.6057 4.8626 -4.5563
H 2.1378 4.8066 -3.9164
H -0.6100 2.1418 -2.1877
C 0.7002 0.1350 0.8283
N 1.2538 -0.2874 -0.5445
C 0.3217 -0.9021 -1.5593
C 2.5465 -0.0579 -0.5807
O 3.2371 -0.3295 -1.6100
H 0.9550 -0.7367 1.3867
H -0.3759 0.3603 0.7622
H 1.0870 0.9360 1.3469
H -0.0265 -1.8623 -1.3520
H 0.7559 -0.8731 -2.4237
H -0.4318 -0.2997 -1.5922
H 2.9833 0.4647 0.2605
C -2.5437 -3.5818 -2.4404
N -2.8509 -2.2231 -2.2087
C -3.1039 -1.6972 -0.7391
C -2.7938 -1.2765 -3.2199
O -3.1343 -0.0304 -2.9352
H -1.6737 -3.8247 -1.7228
H -2.2496 -3.8312 -3.4891
H -3.4471 -4.2624 -2.2979
H -4.0407 -1.2403 -0.6975
H -2.3008 -0.9207 -0.4292
H -2.9405 -2.5026 0.1682
H -2.5425 -1.3794 -4.1672
C 1.8235 -4.3470 -0.9838
N 0.9605 -5.0451 -0.1924
C 0.4870 -4.4722 1.1880
C 0.4929 -6.2071 -0.6154
O -0.4562 -6.8054 -0.0395
H 1.4458 -4.1329 -2.0779
H 2.7580 -4.8448 -0.8988
H 1.9213 -3.2913 -0.7024
H -0.1495 -5.1890 1.5998
H 0.0877 -3.5692 1.1388
H 1.2478 -4.4173 1.8017
H 0.8932 -6.8722 -1.6487
*
```

Summary:
- SMILES string = CN(C)C=O.CN(C)C=O.CN(C)C=O.CN(C)C=O.CN(C)C=O.CN(C)C=O
- relative energy (zero: lowest compared OMol25 entry of this formula, charge and spin) (kcal/mol) = 300.6
- LUMO (eV) = 0.0315
- HOMO level (eV) = -8.89
- DFT total energy (eV) = -40562.63818

=====

DFT (ωB97M-V/def2-TZVPD) results for C18H43As2N6Y as an isolated structure at a distorted geometry.

The geometry in ORCA input format:
```
! RIJCOSX wB97M-V def2-TZVPD def2/J DEFGRID3
* xyz 4 1
Y 0.6404 -1.0046 1.5054
N -0.5567 0.4479 -0.0429
C -2.0421 0.4597 0.1138
C -2.5771 -0.9399 0.3182
N -1.8113 -1.5935 1.5366
C -2.3448 -0.9766 2.8068
C -1.4947 -1.3132 4.0399
N 0.0431 -1.0002 3.8940
C -1.9278 -3.0655 1.3864
C -0.8172 -3.6409 0.5589
N 0.5401 -3.3943 1.1303
H -0.3759 0.1072 -0.9713
H -0.3408 1.4553 -0.1345
H -2.2732 0.9811 1.0747
H -2.4265 1.0474 -0.7030
H -3.6240 -0.8246 0.5402
H -2.4797 -1.5459 -0.5592
H -2.3630 0.0294 2.5863
H -3.4092 -1.2738 3.0483
H -1.9387 -0.8306 4.9566
H -1.6026 -2.3878 4.3107
H 0.3309 -0.1109 4.1978
H 0.5780 -1.6051 4.5169
H -2.0223 -3.5699 2.3710
H -2.8041 -3.4154 0.9104
H -1.0309 -4.6496 0.4162
H -0.8939 -3.0668 -0.4406
H 0.5979 -3.9367 2.0602
H 1.2473 -3.7901 0.5223
C 3.8663 -1.5848 3.5720
As 3.1347 -0.0737 2.6022
C 3.3625 1.2154 4.0132
C 4.5681 0.2475 1.2496
C 5.7288 1.1252 1.4275
C 6.5546 1.5112 0.3749
C 6.3554 0.9621 -0.8806
C 5.3170 0.0707 -1.0775
C 4.3692 -0.2650 -0.0156
As 2.6750 -1.1297 -0.5451
C 2.1749 -0.2644 -2.3142
C 3.2864 -2.8457 -1.2477
H 4.8447 -1.2802 3.9040
H 3.9886 -2.4801 2.9504
H 3.3190 -1.8568 4.4390
H 4.3121 0.8743 4.4356
H 2.5545 1.1333 4.7567
H 3.3790 2.1831 3.5359
H 5.8065 1.4827 2.4809
H 7.3404 2.2198 0.5771
H 7.1682 1.2289 -1.5687
H 5.1819 -0.3952 -2.0691
H 2.8734 -0.6158 -3.0684
H 2.1120 0.7830 -2.1739
H 1.2026 -0.6342 -2.5662
H 4.2333 -2.5237 -1.7425
H 2.5929 -3.2914 -2.0000
H 3.6133 -3.5313 -0.4560
N -7.2751 3.9173 -6.2410
C -6.6087 4.2408 -4.8182
C -5.1859 3.5264 -4.7768
N -4.5062 3.9231 -3.5312
H -6.8568 4.3560 -7.1239
H -8.3052 3.9417 -6.1865
H -7.1231 2.9942 -6.4069
H -7.3205 3.8805 -4.1087
H -6.6166 5.3786 -4.6120
H -4.5560 3.8688 -5.6585
H -5.3582 2.4607 -4.7683
H -5.0036 3.8123 -2.6885
H -4.0203 4.8425 -3.6236
*
```

Summary:
- relative energy (zero: lowest compared OMol25 entry of this formula, charge and spin) (kcal/mol) = 34.7
- LUMO (eV) = -10.4958
- HOMO level (eV) = -18.03
- DFT total energy (eV) = -150988.95750

=====

DFT (ωB97M-V/def2-TZVPD) results for C18H43CaF6NO6S2Si2 as an isolated structure at a distorted geometry.

The geometry in ORCA input format:
```
! RIJCOSX wB97M-V def2-TZVPD def2/J DEFGRID3
* xyz 0 1
O -0.6454 -1.2452 -1.8962
O -2.3744 -0.2463 -5.3647
C 0.2680 -2.2537 -2.4567
C 0.6424 -3.3452 -1.4899
H 1.1514 -1.6883 -2.7733
H -0.2181 -2.6486 -3.3601
H 0.8077 -2.9672 -0.4754
H 1.5712 -3.8186 -1.8255
H -0.1380 -4.1105 -1.4659
C -1.8000 -1.7898 -1.1873
C -2.5960 -2.7684 -2.0213
H -2.4065 -0.9121 -0.9231
H -1.4340 -2.2391 -0.2511
H -3.0435 -2.2738 -2.8957
H -3.4132 -3.1545 -1.3968
H -1.9939 -3.6237 -2.3597
C -3.4841 0.6701 -5.5581
C -2.2897 -1.2923 -6.3527
C -4.6530 0.3723 -4.6457
H -3.8124 0.6529 -6.6157
H -3.0992 1.6758 -5.3284
H -5.1043 -0.5940 -4.8891
H -5.4021 1.1560 -4.7923
H -4.3431 0.3964 -3.5956
C -3.5363 -2.1499 -6.4496
H -1.4183 -1.8966 -6.0609
H -2.0813 -0.8376 -7.3377
H -3.8517 -2.5157 -5.4655
H -3.3133 -3.0112 -7.0870
H -4.3604 -1.6036 -6.9252
H -0.5635 0.0445 -3.8303
Ca 0.3144 0.6588 -0.8610
C -0.2430 1.1037 -3.8261
Si 0.4279 1.6579 -5.5067
H -1.1101 1.7100 -3.5350
H 0.6047 1.2700 -3.1294
C 1.2499 0.1833 -6.3333
C 1.6398 3.0511 -5.1766
C -0.8426 2.3219 -6.7070
C 2.5451 -0.1030 -0.9191
Si 3.6233 0.9898 0.1013
H 2.9072 -0.2969 -1.9416
H 2.4232 -1.0919 -0.4279
C 4.2754 2.4524 -0.8895
C 5.0707 0.0126 0.7935
C 2.6730 1.7518 1.5414
H -0.3652 2.4820 -7.6846
H -1.2554 3.2774 -6.3609
H -1.6663 1.6161 -6.8508
H 2.1164 -0.1568 -5.7410
H 1.6042 0.4752 -7.3318
H 0.5444 -0.6530 -6.4410
H 2.2243 2.8590 -4.2662
H 1.1030 4.0010 -5.0541
H 2.3375 3.1569 -6.0198
H 5.4041 -0.7635 0.0887
H 4.7855 -0.4854 1.7345
H 5.9216 0.6774 0.9954
H 2.2383 1.0096 2.2161
H 1.8698 2.4297 1.2243
H 3.3829 2.3456 2.1305
H 5.1393 2.8881 -0.3673
H 3.5041 3.2314 -0.9894
H 4.5955 2.1549 -1.8984
F 0.7583 -2.6534 3.2647
C 0.5392 -1.3481 3.5413
F 0.0477 -1.2292 4.7900
F 1.7372 -0.7027 3.4956
S -0.6368 -0.6640 2.2775
O 0.1552 -0.6518 1.0250
O -1.8221 -1.4710 2.2932
N -0.7697 0.8214 2.8694
S -1.4300 1.8853 1.8674
O -0.5455 2.1505 0.7061
O -2.8191 1.6821 1.5819
C -1.1499 3.3871 2.9167
F -1.9045 3.3980 4.0330
F 0.1526 3.4036 3.2751
F -1.4187 4.4966 2.1881
*
```

Summary:
- relative energy (zero: lowest compared OMol25 entry of this formula, charge and spin) (kcal/mol) = 0.0
- LUMO (eV) = 0.1832
- HOMO level (eV) = -7.24
- DFT total energy (eV) = -105309.77418

=====

DFT (ωB97M-V/def2-TZVPD) results for a 6-piece molecular cluster, C18H43FN5O5PS overall at a distorted geometry.

The geometry in ORCA input format:
```
! RIJCOSX wB97M-V def2-TZVPD def2/J DEFGRID3
* xyz 0 1
C 3.5784 3.4165 -2.0719
N 3.9830 2.3792 -1.1321
C 5.2950 2.4495 -0.5146
C 3.1766 1.3581 -0.8150
O 3.4621 0.4691 -0.0215
H 4.2619 3.4451 -2.9122
H 3.5885 4.3862 -1.5706
H 2.5742 3.2194 -2.4349
H 5.8759 1.5586 -0.7604
H 5.2025 2.5037 0.5720
H 5.8156 3.3321 -0.8780
H 2.2062 1.3910 -1.3302
C -0.3279 1.1635 2.7695
N -0.3166 1.1293 1.3226
C -0.6562 -0.1152 0.6396
C 0.0030 2.2065 0.5914
O 0.0385 2.2377 -0.6279
H 0.3831 0.4382 3.1720
H -1.3239 0.9224 3.1471
H -0.0507 2.1560 3.1204
H 0.1885 -0.4368 0.0287
H -1.5106 0.0364 -0.0083
H -0.8910 -0.8827 1.3707
H 0.2515 3.0883 1.2072
C -6.0897 -2.1437 -1.7394
N -4.9723 -1.7617 -0.9006
C -5.2158 -0.9603 0.2909
C -3.7081 -2.1200 -1.1885
O -2.7384 -1.8253 -0.5146
H -6.5976 -1.2564 -2.1223
H -6.8084 -2.7385 -1.1727
H -5.7341 -2.7338 -2.5819
H -4.6756 -0.0156 0.2194
H -4.8685 -1.4863 1.1793
H -6.2805 -0.7651 0.3855
H -3.6256 -2.7196 -2.1111
C -5.3097 -5.6261 3.0976
N -6.1265 -4.4842 2.7388
C -6.9677 -4.5540 1.5582
C -6.1331 -3.3498 3.4658
O -6.7975 -2.3651 3.2060
H -4.6079 -5.8588 2.2943
H -5.9378 -6.5002 3.2807
H -4.7453 -5.4058 4.0010
H -6.6874 -3.7709 0.8530
H -8.0137 -4.4068 1.8287
H -6.8481 -5.5261 1.0862
H -5.4616 -3.3939 4.3398
C 2.0759 3.8509 -7.8580
N 2.3991 3.7717 -6.4483
C 1.9026 2.6516 -5.6644
C 3.1468 4.7035 -5.8300
O 3.4400 4.6712 -4.6492
H 0.9941 3.8972 -7.9976
H 2.4611 2.9762 -8.3858
H 2.5225 4.7443 -8.2893
H 1.2755 3.0100 -4.8476
H 2.7351 2.0949 -5.2326
H 1.3208 1.9933 -6.3045
H 3.4758 5.5147 -6.5010
F 3.8142 -0.6763 6.4724
P 2.7767 -0.9969 5.2724
C 3.8963 -1.9590 4.1952
C 5.0762 -1.2761 3.4641
C 4.7322 0.0008 2.6954
S 4.9612 1.5328 3.6586
H 2.7717 0.2461 4.5974
H 3.2957 -2.5229 3.4761
H 4.3244 -2.7077 4.8716
H 5.4369 -2.0028 2.7291
H 5.8798 -1.0862 4.1760
H 5.4255 0.0874 1.8593
H 3.7365 0.0003 2.2592
H 6.2666 1.3971 3.9238
*
```

Summary:
- SMILES string = CN(C)C=O.CN(C)C=O.CN(C)C=O.CN(C)C=O.CN(C)C=O.FPCCCS
- LUMO (eV) = 0.5625
- HOMO level (eV) = -8.38
- DFT total energy (eV) = -59893.36496

=====

DFT (ωB97M-V/def2-TZVPD) results for C18H43ILiN3OS2SbSi3 as an isolated structure.

The geometry in ORCA input format:
```
! RIJCOSX wB97M-V def2-TZVPD def2/J DEFGRID3
* xyz 1 1
Li 0.3143 1.7642 -0.8199
I 1.7937 1.6481 -3.7930
C 3.0191 1.8119 -2.1041
C 4.3979 1.8310 -2.2424
C 5.1522 1.9554 -1.0872
C 4.5088 2.0540 0.1390
C 3.1272 2.0239 0.1620
N 2.3879 1.9014 -0.9463
H 4.8582 1.7551 -3.2161
H 6.2324 1.9764 -1.1467
H 5.0650 2.1571 1.0598
H 2.5739 2.1090 1.0904
N -3.9972 3.2178 -1.1396
C -2.9186 3.8362 -1.9790
C -1.9736 2.7804 -2.5540
N -1.6037 1.7094 -1.6225
H -4.7315 3.8938 -0.9357
H -3.5884 2.9195 -0.1977
H -4.4249 2.4114 -1.5908
H -2.3803 4.5180 -1.3263
H -3.3921 4.4074 -2.7769
H -1.0810 3.3279 -2.8689
H -2.4001 2.3442 -3.4591
H -1.9874 0.8056 -1.8605
H -1.8341 1.9189 -0.6475
C -2.2346 4.7003 3.5895
O -1.2583 4.6645 2.5348
C -1.3228 3.7645 1.5723
S -0.0681 3.8603 0.4539
S -2.6264 2.6356 1.5539
H -1.9245 5.5239 4.2240
H -2.2276 3.7630 4.1415
H -3.2285 4.8763 3.1840
C 3.6938 -1.7761 -0.7450
Si 2.4657 -2.2823 0.5754
C 2.2540 -4.1404 0.5964
C 3.0367 -1.6765 2.2530
Sb 0.2914 -1.0557 0.0398
Si -1.1326 -1.5858 2.0904
C -2.9140 -1.2818 1.5877
C -0.9102 -3.3401 2.7003
C -0.6182 -0.3713 3.4155
Si -0.6896 -2.6348 -1.7037
C -2.1226 -1.7228 -2.5157
C 0.6354 -2.9587 -2.9856
C -1.3213 -4.2380 -0.9792
H 4.6519 -2.2811 -0.5920
H 3.8696 -0.6990 -0.7116
H 3.3376 -2.0267 -1.7465
H 3.1997 -4.6161 0.8712
H 1.9599 -4.5282 -0.3815
H 1.4979 -4.4496 1.3209
H 4.0165 -2.0988 2.4928
H 2.3455 -1.9665 3.0470
H 3.1254 -0.5875 2.2686
H -3.2462 -1.9691 0.8055
H -3.0308 -0.2574 1.2251
H -3.5761 -1.4105 2.4488
H -1.1412 -4.0741 1.9264
H -1.5710 -3.5251 3.5516
H 0.1158 -3.5132 3.0332
H -0.7690 0.6563 3.0808
H 0.4339 -0.4916 3.6842
H -1.2139 -0.5274 4.3197
H -1.7586 -0.8689 -3.0939
H -2.8528 -1.3726 -1.7785
H -2.6503 -2.3848 -3.2081
H 1.0224 -2.0197 -3.3893
H 0.2289 -3.5438 -3.8152
H 1.4771 -3.5157 -2.5697
H -2.1296 -4.0698 -0.2642
H -0.5287 -4.7862 -0.4666
H -1.7094 -4.8751 -1.7791
*
```

Summary:
- relative energy (zero: lowest compared OMol25 entry of this formula, charge and spin) (kcal/mol) = 0.0
- LUMO (eV) = -2.5528
- HOMO level (eV) = -10.29
- DFT total energy (eV) = -86027.92909